# 1
# C16H21AgN4PS

C16H21AgN4PS as an isolated structure at a distorted geometry (the ωB97M-V functional and the def2-TZVPD basis, the Open Molecules 2025 dataset).

Computed properties:
multiplicity	1
energy relative to the best compared isomer or geometry (same formula, charge and spin)	0.0000	eV
strongest force on any atom	3.49	eV Å⁻¹
total energy	-1727.614232	Ha
total charge	+1
E_LUMO	-2.9575	eV

Structure (XYZ):
```
44
C16H21AgN4PS the ωB97M-V functional and the def2-TZVPD basis
Ag 12.094 9.428 4.940
C 10.793 14.172 4.671
C 10.955 12.674 4.564
N 11.970 11.958 4.442
N 13.174 12.580 4.587
C 14.275 11.895 4.637
N 15.369 12.633 4.652
S 14.391 10.221 4.627
C 9.733 11.805 4.575
C 8.539 12.329 4.160
C 7.326 11.574 4.175
C 7.513 10.320 4.685
C 8.755 9.807 4.927
N 9.863 10.517 4.963
H 10.321 14.646 3.780
H 11.668 14.763 4.876
H 10.101 14.382 5.508
H 13.254 13.603 4.716
H 15.414 13.610 4.408
H 16.285 12.242 4.899
H 8.491 13.358 3.794
H 6.384 11.986 3.798
H 6.683 9.562 4.824
H 8.806 8.772 5.147
C 10.841 6.666 3.347
P 11.734 7.075 4.845
C 10.782 6.363 6.227
C 13.345 6.293 4.649
C 13.621 5.101 5.284
C 14.905 4.506 5.082
C 15.872 5.068 4.325
C 15.623 6.315 3.731
C 14.381 6.883 3.882
H 11.295 7.183 2.477
H 9.852 7.088 3.412
H 10.735 5.602 3.200
H 10.235 5.407 6.095
H 10.122 7.121 6.681
H 11.566 6.179 6.965
H 12.944 4.603 5.955
H 14.994 3.551 5.640
H 16.876 4.712 4.293
H 16.432 6.860 3.246
H 14.162 7.901 3.516
```

Atomic partial charges in e from the Mulliken method, atoms 1 to 6: number 1, Ag, carries -0.2118; number 2, C, carries -1.4436; number 3, C, carries 0.4156; number 4, N, carries -0.3409; number 5, N, carries 0.1045; number 6, C, carries 0.6119



# 2
# C24H21ClN5O4SSbSe4Tc

C24H21ClN5O4SSbSe4Tc as an isolated structure at a distorted geometry (the ωB97M-V functional and the def2-TZVPD basis, the Open Molecules 2025 dataset).

Computed properties:
multiplicity	1
energy relative to the best compared isomer or geometry (same formula, charge and spin)	0.5042	eV
strongest force on any atom	1.22	eV Å⁻¹
total energy	-12286.821983	Ha
total charge	+1
E_LUMO	-5.7869	eV

Structure (XYZ):
```
62
C24H21ClN5O4SSbSe4Tc the ωB97M-V functional and the def2-TZVPD basis
Tc -0.143 0.062 -0.335
O -0.371 3.364 3.933
C -1.003 4.120 3.022
C -1.686 5.249 3.478
C -2.295 6.106 2.586
C -2.247 5.855 1.212
C -1.641 4.704 0.759
C -1.036 3.809 1.651
C -0.497 2.535 1.154
O -1.100 1.891 0.159
N 0.541 2.030 1.744
N 0.874 0.784 1.238
C 1.821 0.147 1.820
C 1.983 -1.247 1.455
C 3.082 -1.994 1.840
C 3.139 -3.334 1.491
C 2.073 -3.892 0.809
C 1.006 -3.078 0.465
N 0.962 -1.777 0.745
H 0.192 2.721 3.460
H -1.697 5.442 4.543
H -2.786 6.999 2.954
H -2.671 6.572 0.519
H -1.564 4.501 -0.304
H 2.407 0.616 2.601
H 3.889 -1.511 2.376
H 4.002 -3.934 1.749
H 2.064 -4.939 0.537
H 0.140 -3.493 -0.035
N -2.862 -1.530 2.557
C -3.708 -1.615 1.474
C -3.007 -1.124 0.421
N -1.746 -0.744 0.851
C -1.700 -1.000 2.144
H -3.077 -1.807 3.500
H -4.710 -2.002 1.537
H -3.322 -1.011 -0.600
H -0.857 -0.815 2.791
Cl -1.450 -0.336 -2.447
C -0.415 1.075 -2.178
H -1.007 1.986 -2.182
H 0.371 1.112 -2.917
O 2.354 -6.184 -4.571
C 3.239 -5.585 -3.744
O 4.243 -6.149 -3.416
C 2.878 -4.217 -3.258
C 3.901 -3.302 -3.024
C 3.625 -2.054 -2.501
C 2.311 -1.691 -2.171
S 2.088 -0.117 -1.416
C 1.288 -2.603 -2.435
C 1.570 -3.852 -2.971
H 1.639 -5.585 -4.814
H 4.919 -3.592 -3.255
H 4.427 -1.347 -2.322
H 0.265 -2.340 -2.212
H 0.755 -4.554 -3.120
Se -3.826 2.683 -2.018
Sb -4.057 5.370 -1.890
Se -3.445 2.163 0.063
Se -5.964 6.050 -0.718
Se -2.158 6.410 -2.783
```

Atomic partial charges in e from the Mulliken method, atoms 1 to 6: number 1, Tc, carries -0.1680; number 2, O, carries -0.6288; number 3, C, carries 0.1805; number 4, C, carries -0.6205; number 5, C, carries -0.7177; number 6, C, carries -0.7445



# 3
# C8H7FN2O2

A 2-piece molecular cluster, C8H7FN2O2 overall at a distorted geometry (the ωB97M-V functional and the def2-TZVPD basis, the Open Molecules 2025 dataset).

Computed properties:
multiplicity	1
energy relative to the best compared isomer or geometry (same formula, charge and spin)	0.0000	eV
strongest force on any atom	4.48	eV Å⁻¹
total energy	-668.879135	Ha
E_LUMO	-0.2079	eV

Structure (XYZ):
```
20
C8H7FN2O2 the ωB97M-V functional and the def2-TZVPD basis
O -3.258 1.568 0.364
C -2.202 0.775 0.493
N -1.067 1.341 0.638
C 0.017 0.545 0.825
C 1.244 1.093 1.213
C 2.370 0.357 1.178
C 2.315 -1.053 1.049
C 1.092 -1.611 0.620
C -0.078 -0.847 0.570
N -1.315 -1.477 0.458
C -2.365 -0.654 0.381
F -3.542 -1.297 0.400
H -3.070 2.527 0.449
H 1.393 2.219 1.363
H 3.239 0.695 1.677
H 3.305 -1.573 0.960
H 0.816 -2.727 0.649
O -3.116 -0.465 -1.863
H -3.616 -1.213 -1.487
H -3.587 0.315 -1.425
```

Atomic partial charges in e from the Mulliken method, atoms 1 to 6: number 1, O, carries -0.5427; number 2, C, carries 0.8356; number 3, N, carries -0.6024; number 4, C, carries 0.4591; number 5, C, carries -0.4767; number 6, C, carries -0.5463



# 4
# C8H3F7LuN2O4S

C8H3F7LuN2O4S as an isolated structure at a distorted geometry (the ωB97M-V functional and the def2-TZVPD basis, the Open Molecules 2025 dataset).

Computed properties:
multiplicity	1
strongest force on any atom	10.60	eV Å⁻¹
total energy	-3047.733139	Ha
total charge	+3
E_LUMO	-17.0606	eV

Structure (XYZ):
```
26
C8H3F7LuN2O4S the ωB97M-V functional and the def2-TZVPD basis
O -3.843 -2.625 -2.718
C -3.615 -1.515 -1.998
O -4.557 -0.361 -2.154
C -2.309 -1.383 -0.960
C -2.532 -2.058 0.509
C -1.150 -1.881 1.444
C -0.017 -1.079 0.586
S 1.640 -0.861 1.520
O 2.677 -1.795 0.821
O 1.514 -1.412 2.993
C 2.180 0.926 1.668
F 1.293 1.695 2.619
F 3.526 0.892 2.354
C 2.428 1.699 0.243
F 2.747 0.716 -0.859
F 3.704 2.491 0.414
C 1.277 2.792 -0.168
F 1.644 4.103 0.476
F 1.342 2.954 -1.669
F -0.114 2.386 0.135
N -0.017 -0.493 -0.765
N -1.140 -0.648 -1.515
H -3.488 -2.637 0.885
H -1.058 -2.301 2.532
H -1.153 -0.232 -2.494
Lu -0.981 0.624 -3.898
```

Atomic partial charges in e from the Mulliken method, atoms 1 to 6: number 1, O, carries -0.2633; number 2, C, carries -0.0956; number 3, O, carries -0.1743; number 4, C, carries 0.3600; number 5, C, carries -0.4576; number 6, C, carries 0.0759



Orbital gap readings, ordered: 7.69, 3.83, 8.80, 3.02 eV